Record 1
Formula: C12H9Cl3F5I2N2
Source: OMol25
Level of theory: wB97M-V/def2-TZVPD

* net charge: +1
* energy: -3046.6981 a.u.

Cartesian coordinates (Å):
C  3.27  -2.65  1.99
C  3.09  -1.95  0.77
C  2.66  -0.98  -0.50
N  1.18  -0.65  -0.38
C  -0.03  -1.25  -1.07
C  -1.29  -0.38  -0.41
C  -2.87  -0.61  -0.80
I  -3.43  -0.14  -2.90
C  -3.94  -1.11  0.10
C  -3.63  -1.46  1.67
I  -5.98  -1.34  -0.73
N  -0.75  0.61  0.60
C  -1.42  1.61  1.52
F  -1.83  1.02  2.85
F  -0.36  2.62  1.86
C  -2.65  2.46  0.84
F  -3.98  1.87  1.18
F  -2.47  2.74  -0.61
F  -2.63  3.81  1.51
C  0.76  0.44  0.59
H  3.45  -3.23  3.01
H  2.88  -1.48  -1.54
H  3.22  0.07  -0.45
H  -0.04  -2.10  -1.88
H  -2.51  -1.71  1.91
H  -4.32  -2.38  1.96
H  -4.05  -0.55  2.33
H  1.59  0.99  1.21
C  5.21  1.25  -2.97
Cl  4.67  1.26  -1.28
Cl  6.91  0.77  -3.08
Cl  4.19  0.18  -3.94
H  5.11  2.27  -3.36


Record 2
Formula: C7H5NO3
Source: OMol25
Level of theory: wB97M-V/def2-TZVPD

* energy relative to the best compared isomer or geometry (same formula, charge and spin): 144.2 kcal per mole
* SMILES: O=Cc1ccc([N+](=O)[O-])cc1
* energy: -550.0172 a.u.

Cartesian coordinates (Å):
C  2.84  0.32  0.32
C  1.40  -0.02  0.08
C  0.63  1.16  -0.35
C  -0.85  1.20  -0.45
C  -1.37  -0.06  -0.28
C  -0.62  -1.40  -0.31
C  0.77  -1.26  0.09
H  3.09  1.52  0.48
H  1.04  2.09  -0.18
H  -1.41  2.18  -0.40
H  -0.98  -2.34  -0.48
H  1.36  -2.17  -0.01
N  -2.80  -0.21  0.28
O  3.58  -0.61  0.42
O  -3.41  0.87  0.72
O  -3.26  -1.28  0.08


| no. | LUMO energy (eV) | Kohn-Sham gap (eV) | E_HOMO (hartree) |
| --- | --- | --- | --- |
| 1 | -4.771 | 7.069 | -0.4351 |
| 2 | -1.295 | 8.540 | -0.3614 |